Below is a single C4H7NO molecule at a distorted geometry, with properties calculated with ωB97M-V/def2-TZVPD.

```
13
Properties=species:S:1:pos:R:3:forces:R:3
O 0.5956 2.1801 -0.0191 -0.038 -0.789 -0.142
N -0.3498 0.1207 -0.9168 0.392 0.608 0.417
C 0.3875 -1.0816 -0.4268 0.153 -0.156 0.099
C 1.2932 -0.1976 0.4424 0.495 -0.023 0.087
C 0.5362 0.9890 -0.1142 0.834 0.184 -1.076
C -1.5027 0.3878 -0.0503 -0.487 0.331 0.898
H 2.3027 -0.0827 0.0619 0.378 -0.329 0.194
H 0.9144 -1.6119 -1.2254 -0.192 0.202 0.035
H -0.2457 -1.8014 0.1066 0.127 0.265 -0.052
H -2.0812 -0.4962 0.2084 -0.170 -0.030 -0.443
H 1.3012 -0.3726 1.5193 0.011 0.217 -0.145
H -1.0656 0.7742 0.9060 -1.281 -0.314 -0.026
H -2.0859 1.1922 -0.4919 -0.222 -0.164 0.154
```
Forces are in eV/Å.

As for the HOMO-LUMO gap: 0.38495 Eh. For the total energy, the calculation gives -286.54972 a.u. For the energy relative to the best compared isomer or geometry (same formula, charge and spin), the calculation gives 215.1 kJ/mol. Its SMILES is CN1CCC1=O. The calculation puts the LUMO energy at 0.03728 Eh. The largest force on an atom is 0.0267 hartree/bohr. The value obtained for the HOMO energy is -9.461 eV.